[1]
52
Properties=species:S:1:pos:R:3:forces:R:3 method="wB97M-V/def2-TZVPD" total_charge=0 orbital_gap_ev=9.40 homo_energy_ev=-8.701 relative_energy_kcal_mol=2.8 smiles="CCCNC(=O)[C@H](c1n[nH]cc1C)N1CC[C@@H](C(F)(F)F)C[C@H]1C(=O)OC" energy_ev=-38291.8402
H -1.8614 -1.8333 3.5181 0.0 0.0 0.0
H 2.0319 -1.5139 -2.0384 0.0 0.0 -0.1
F -1.5892 -1.0570 5.9530 0.0 0.0 0.0
H -1.2692 1.1641 3.6385 0.0 0.0 0.0
O -4.4898 -1.1294 -0.3251 0.0 -0.1 0.0
C -2.5984 -0.7277 5.1203 0.0 0.0 0.1
H -6.4726 -0.5323 -0.5296 0.0 0.0 0.0
C -3.3317 -0.4622 2.7454 0.0 0.0 -0.1
H -4.1546 -1.1645 2.8880 0.0 0.0 0.0
C -2.8757 -0.5072 1.2857 0.2 -0.2 -0.3
H 0.2020 0.7211 1.7042 0.0 0.0 0.0
C -0.6201 1.9965 -0.3339 0.0 0.1 0.1
C -0.6257 0.0470 1.9233 0.1 -0.1 0.1
F -3.6117 -1.5789 5.3822 0.0 0.0 0.0
H 0.4385 -2.1318 -2.5015 0.0 0.0 0.0
H -0.5041 -2.9085 0.4387 0.0 0.0 0.0
H -2.7465 4.6491 0.3776 0.0 0.0 0.0
C -5.6332 -0.8581 -1.1416 0.0 0.1 0.0
H -0.1352 -0.1455 4.0079 0.0 0.0 0.0
F -3.0171 0.5004 5.4811 0.0 0.0 0.0
C 0.0179 -3.6501 -0.1676 0.0 0.0 0.0
N 0.6958 2.0498 -0.4843 0.0 0.0 0.0
H -3.6981 0.5470 2.9434 0.0 0.0 0.0
H -0.6688 -3.9627 -0.9545 0.0 0.0 0.0
C -0.9942 0.1353 3.3969 0.0 0.0 -0.1
N 1.0020 3.3484 -0.3933 0.0 0.0 0.0
H -3.1887 3.4518 -0.8392 0.0 0.0 0.0
C -0.0883 4.1223 -0.1847 0.0 0.0 0.0
H -5.8597 -1.7890 -1.6503 0.0 0.0 0.0
H 1.0237 0.0478 -0.6919 0.0 -0.1 0.1
H -2.3675 0.9558 -0.8069 0.0 0.0 0.0
H -2.6063 -1.5414 1.0190 0.0 0.0 0.0
H -3.0520 2.9641 0.8381 0.0 0.0 0.0
C -0.8746 -0.4821 -1.0856 0.1 -0.1 0.1
O -4.6385 0.9445 0.5070 0.2 0.0 -0.2
N 0.4498 -0.7382 -0.9667 -0.1 0.1 -0.1
H -5.3970 -0.0792 -1.8651 0.0 0.0 0.0
C -2.1706 -0.7943 3.6759 0.0 0.0 0.0
C -4.0720 -0.1179 0.4282 -0.2 0.0 0.4
C 1.0702 -1.8596 -1.6546 0.1 0.0 0.0
H 0.2372 -4.5090 0.4676 0.0 0.0 0.0
O -1.6505 -1.2093 -1.6853 0.0 0.0 0.1
C -1.4221 0.7265 -0.3104 -0.1 0.1 0.0
H -0.2755 -0.9782 1.7089 0.0 0.1 0.0
C -2.6153 3.6105 0.0768 0.0 0.0 0.0
N -1.7575 0.4079 1.0852 -0.2 0.2 0.1
C 1.2970 -3.0669 -0.7495 0.1 0.0 0.0
H 1.8223 -3.8267 -1.3351 0.0 0.0 0.0
H 1.9726 -2.7738 0.0606 0.0 0.0 0.0
H -0.0112 5.1926 -0.0897 0.0 0.0 0.0
C -1.1726 3.2850 -0.1323 0.0 0.0 0.0
H 1.9585 3.6336 -0.4955 0.0 0.0 0.0


[2]
50
Properties=species:S:1:pos:R:3:forces:R:3 method="wB97M-V/def2-TZVPD" total_charge=+2 orbital_gap_ev="8.03 / 7.51" multiplicity=2 homo_energy_ev="-14.754 / -14.775" energy_ev=-69452.1379 s_squared=0.75
C -0.1401 3.2244 -0.3320 0.2 0.4 0.0
N -1.3678 2.4209 -0.3443 0.2 -1.0 0.1
O -0.8152 -1.2991 3.8809 -0.9 0.5 -3.9
H -0.8931 -4.5530 -1.2743 -0.1 0.3 0.2
N 1.8995 0.3976 2.0249 -0.4 0.2 -0.2
Yb -1.1774 0.1950 0.5063 0.4 -1.7 -2.0
C 3.2310 0.5978 4.4004 0.1 -0.1 -0.1
H 0.6268 2.7965 -0.9915 -0.4 0.1 0.1
H 0.6988 -1.5119 -4.3774 -0.1 0.1 -0.1
H 0.8006 -3.7472 1.5358 0.3 -0.2 -0.2
O -2.5765 -0.9631 -0.5751 -0.8 1.3 1.2
C -1.4301 -3.7566 -0.7407 -0.4 0.4 0.4
O 1.1210 0.1564 0.9495 -0.2 0.5 0.5
H -2.6479 3.9059 0.4972 0.0 -0.4 0.2
C 2.9733 -0.4115 2.2394 -0.8 0.3 0.2
C 0.4998 -1.9791 -1.7634 0.1 -0.4 -0.3
C -1.9451 2.2199 -1.6814 0.1 0.5 -0.5
C -1.0726 -1.0606 2.7841 0.8 -0.3 4.2
H -0.3005 0.4067 -5.6905 -0.1 0.0 0.3
H -2.0088 3.1752 -2.2363 -0.1 -0.3 0.3
H 3.7213 0.6303 5.3694 -0.1 0.1 -0.2
C -0.3901 0.3540 -4.6053 0.2 0.0 0.4
H -3.5386 -1.1321 -0.5312 0.8 0.0 -0.1
P -0.2944 -2.4431 -0.1404 0.7 -0.4 -0.8
C 0.1897 -0.6895 -3.8867 -0.4 0.1 0.2
H -3.2240 2.2029 0.5967 0.0 0.3 0.0
C -1.1164 1.2410 -2.4937 0.4 0.4 -0.7
C 3.6325 -0.3428 3.4512 -0.1 0.3 0.1
H -2.9708 1.8284 -1.5616 0.4 0.1 -0.1
H 1.2045 -4.3865 -0.0902 0.0 0.3 0.2
H 2.0083 -2.8971 0.5348 -0.2 -0.2 0.0
C 2.1982 1.4872 4.1016 0.0 0.2 -0.2
H 1.8703 2.2506 4.8034 0.2 -0.2 -0.1
H -0.3514 4.2697 -0.6288 0.1 -0.4 0.1
C -2.3368 2.8555 0.6494 -0.4 0.4 0.1
H 1.5991 -1.9901 -1.6523 -0.4 -0.1 0.0
H 4.4372 -1.0462 3.6396 -0.1 0.2 0.0
H 0.2601 3.2280 0.6916 0.0 0.1 -0.3
C -1.0886 1.3269 -3.8877 0.0 0.0 0.7
H -1.9377 -4.1697 0.1404 0.0 -0.1 -0.3
H -1.5946 2.1710 -4.3512 0.1 -0.3 -0.1
N -0.4519 0.2947 -1.8126 -0.9 -0.3 0.4
H 0.1859 -2.8422 -2.3929 0.7 0.6 0.1
C 0.0715 -0.7307 -2.4895 0.2 -0.1 -0.6
C 1.5463 1.4037 2.8833 0.4 -1.1 0.1
H -2.1820 -3.2768 -1.3803 0.2 -0.3 0.2
H 3.2033 -1.1379 1.4625 -0.2 0.3 0.2
H -1.8953 2.7684 1.6568 -0.1 0.2 -0.1
H 0.6939 2.0327 2.6029 0.5 -0.4 0.0
C 1.0749 -3.4747 0.5091 -0.1 0.2 0.4


[3]
51
Properties=species:S:1:pos:R:3:forces:R:3 method="wB97M-V/def2-TZVPD" total_charge=0 orbital_gap_ev=9.74 homo_energy_ev=-9.149 relative_energy_kcal_mol=0.0 smiles="Cc1ccc(S(=O)(=O)N2CCO[C@H]2CNC(=O)C(=O)NCC(C)C)cc1" energy_ev=-43578.5408
H 2.5966 2.3209 -1.9242 0.1 0.1 0.0
H -1.5188 0.9443 -0.2142 0.1 0.1 0.0
C 3.8020 -0.5285 -0.6037 0.6 -0.3 -0.3
C 1.0080 -2.7270 1.2562 0.2 0.0 0.2
H 3.2053 1.9950 1.0434 0.2 0.1 -0.2
C 3.3612 1.6962 -0.0092 -0.4 1.1 0.3
C -0.4836 -3.7156 -0.3596 0.1 0.0 0.1
H 3.3823 3.6199 -0.9757 -0.1 0.0 0.0
C -0.7889 2.7143 0.3386 -0.3 -0.1 0.0
C -1.3061 -4.8695 -0.8421 0.0 0.0 0.0
C 0.3414 2.3723 -0.6329 0.1 0.3 -0.3
N -1.7235 1.7610 0.3446 -0.1 -0.4 -0.2
C 2.7226 2.7526 -0.9289 0.4 -0.4 -0.1
H -1.0475 -2.4431 -1.9864 -0.1 0.0 -0.1
C -4.5317 2.0820 -0.5039 0.0 -0.1 0.2
H -2.3660 -4.6405 -0.7362 -0.1 0.0 0.0
O 4.7283 1.5639 -0.2963 -0.2 0.1 -0.2
N 1.4274 3.1360 -0.4382 0.0 0.2 0.3
H -2.5261 1.0306 2.1212 0.0 0.1 0.0
O 0.9592 0.9083 1.4740 0.0 0.0 0.0
C 0.2666 -3.8074 0.8074 0.0 0.1 -0.1
H 3.6594 -1.4958 -0.1241 0.1 -0.1 -0.1
S 1.8870 -0.1379 1.1524 0.2 -0.1 -0.3
O 2.7919 -0.5610 2.1866 0.0 -0.3 0.0
H -4.6991 3.0907 -0.1348 0.0 0.2 0.0
O 0.2242 1.5109 -1.4893 -0.1 0.1 -0.1
C 5.0631 0.2008 -0.1307 0.0 -0.4 0.2
C -3.9162 -0.2715 0.1332 -0.1 0.2 0.2
C -0.4711 -2.5208 -1.0763 0.1 0.0 0.1
H -4.8694 1.1636 1.4071 0.1 0.0 0.0
H 3.7861 -0.6399 -1.6916 0.0 -0.1 0.1
H 0.2687 -4.7282 1.3717 0.0 -0.1 0.1
H -2.9578 2.6946 1.6773 0.0 -0.1 0.0
C 0.2666 -1.4364 -0.6375 -0.1 0.0 -0.2
H -3.5236 -0.9093 0.9225 0.0 -0.1 0.1
C 0.9984 -1.5524 0.5296 0.4 0.3 0.2
H -1.0901 -5.7700 -0.2740 0.0 -0.1 0.0
H 1.5944 -2.7757 2.1602 0.1 -0.1 0.1
O -0.7850 3.7346 1.0020 0.1 0.1 0.1
H 5.2499 -0.0227 0.9279 0.0 0.0 -0.1
H 0.2886 -0.5062 -1.1833 0.0 0.1 -0.1
N 2.7449 0.3843 -0.2057 -0.9 -0.5 0.8
H -4.8724 -0.6760 -0.1911 0.0 -0.1 -0.1
H -5.4541 1.7210 -0.9528 -0.1 0.0 -0.1
H 5.9516 -0.0010 -0.7270 -0.1 -0.1 0.0
H -3.7644 2.1230 -1.2731 0.1 0.0 -0.1
H -3.2333 -0.3081 -0.7125 0.1 -0.1 -0.2
C -2.8092 1.6850 1.2867 -0.3 0.2 0.2
H -1.1133 -5.0617 -1.8957 0.0 -0.1 -0.1
C -4.0943 1.1624 0.6329 0.2 0.1 -0.1
H 1.3698 3.7380 0.3752 -0.1 0.0 -0.1


[4]
48
Properties=species:S:1:pos:R:3:forces:R:3 method="wB97M-V/def2-TZVPD" total_charge=0 orbital_gap_ev=8.50 homo_energy_ev=-7.965 relative_energy_kcal_mol=59.3 energy_ev=-46220.9423
H -0.6267 -2.4774 2.6797 0.4 0.6 0.7
S 2.0531 0.9316 -1.4377 1.5 -1.1 -0.5
H -3.0407 -2.3808 -2.3161 0.3 0.7 -0.7
H -1.3036 -1.6273 4.1512 -0.3 -0.4 -0.2
C -2.4829 -0.3401 -1.9163 -1.0 0.2 0.8
C -1.8606 -0.1351 -4.7338 0.2 0.4 -0.6
H -2.1390 1.8778 -1.9521 0.9 -1.5 -0.2
C -2.1515 1.1759 -3.9467 2.5 -0.7 -1.7
C 0.3965 1.3044 -1.4101 -1.0 -1.7 -3.2
H 1.2919 -0.7426 5.5217 -0.1 0.7 -0.8
H 1.0208 3.4993 0.7558 -0.1 0.2 0.9
N -0.4026 0.8210 -2.4740 4.3 -0.8 1.3
H -0.8235 -0.4169 -4.4848 -0.3 -0.1 -0.5
H 0.0124 -0.0457 -2.8672 -0.8 1.0 0.4
H 5.4972 0.6176 1.3813 1.6 0.3 0.4
C -2.3952 -1.5973 -2.7953 -1.0 -0.1 0.0
C -2.8001 -1.2146 -4.2264 -0.4 -1.8 -0.6
H -0.7899 0.2071 1.8365 0.2 -0.1 -0.8
C 3.5735 -0.1417 1.8126 1.9 0.7 -1.7
C 2.3352 1.9939 -0.1380 -0.4 1.6 2.0
H 1.2273 0.8947 4.7995 1.5 1.9 -0.2
H -1.5107 0.6031 3.3130 0.7 0.2 0.3
H -1.8735 0.0375 -5.8490 -0.2 -0.2 1.1
H -3.8205 -0.8455 -4.2221 -0.3 0.3 0.1
C -1.7819 0.9331 -2.4904 -3.4 0.6 0.9
C 0.3621 -0.5376 3.5018 1.2 -1.1 -1.0
H -2.1861 -0.6388 -0.8914 0.4 0.7 -0.4
H -3.1492 1.4761 -4.2042 -0.5 0.6 0.3
H 0.1881 -2.4583 4.3451 0.1 -0.9 -0.2
H -0.1876 0.2429 5.5028 0.8 -0.4 -0.9
H -1.4267 -2.0875 -2.8484 0.5 0.3 0.2
H -1.3116 1.8730 -4.2818 -1.7 -0.2 0.2
N 0.0218 2.1361 -0.5657 0.2 2.9 3.0
C 1.7525 -0.7409 2.7260 -2.8 -0.4 0.6
H 4.5998 0.1432 -0.1367 0.1 0.4 1.6
S 3.9278 2.3445 0.6957 -0.5 -0.4 -1.1
H -2.8960 -2.1444 -4.8758 0.6 1.1 0.6
C 4.5723 0.6177 0.8960 -3.5 0.7 -0.3
N 3.6329 -1.4226 1.6805 -0.6 1.3 -0.2
H 2.2109 -2.8648 2.2852 -0.2 1.3 -0.3
C -0.5199 0.5196 2.8269 -0.7 -1.6 0.1
H 0.0045 1.4304 2.7824 0.3 1.4 -0.1
H -3.5706 -0.0889 -1.7799 0.7 -0.2 -0.4
C 1.1306 2.5990 0.2032 0.4 -1.5 -2.1
O 2.4750 0.3645 2.4836 2.0 0.2 -1.4
C 2.4258 -1.7708 2.1640 -1.7 -3.9 2.2
C -0.3980 -1.9180 3.6159 0.6 1.6 0.3
C 0.7364 -0.0063 4.8835 -2.2 -2.3 1.9


[5]
48
Properties=species:S:1:pos:R:3:forces:R:3 method="wB97M-V/def2-TZVPD" total_charge=+4 orbital_gap_ev="6.23 / 6.63" multiplicity=4 homo_energy_ev="-20.937 / -21.436" relative_energy_kcal_mol=0.0 energy_ev=-27568.9460 s_squared=3.81
H 2.0748 0.0975 2.2611 -0.2 -0.2 0.0
C -2.8737 0.4943 -0.3375 -0.1 -1.2 -0.2
C 0.2848 4.1912 0.6325 0.0 0.2 0.4
H 1.7466 -1.6753 2.3290 -0.1 0.1 0.1
H 1.3568 -0.6223 3.7112 -0.1 -0.1 -0.1
C 0.5452 3.7279 -0.6621 0.2 0.0 -0.7
H 0.3156 5.2560 0.8891 0.1 -0.4 -0.4
N -7.2370 -1.3154 -1.2632 3.3 0.4 0.9
H -0.2111 3.6523 2.6737 0.0 0.1 0.0
H 5.2385 -0.0071 -2.5303 -0.2 -0.5 -0.5
H -0.1966 1.2090 3.4652 -0.1 -0.3 -0.6
C -6.0987 -1.1722 -0.9759 -4.1 -0.6 -1.0
H -0.9256 -1.3510 3.8114 0.3 0.1 -0.5
C 3.8044 -1.5364 -2.2470 0.5 -0.8 0.5
H -4.2813 -3.0771 -0.7160 0.0 -0.2 0.1
C 0.4330 2.3754 -0.9684 0.0 0.0 0.4
H 2.0945 -0.3778 -2.7924 -0.1 0.2 0.3
H 1.3272 -2.2085 -1.4331 0.1 -0.1 -0.4
H 3.4740 -2.4300 -2.7930 0.2 0.3 -0.1
C -4.2269 0.3107 -0.5192 0.4 0.1 0.1
C 2.6330 -0.6538 -1.8802 0.2 0.9 0.2
N 1.6981 -1.3828 -0.9587 1.2 -0.5 0.2
N 4.7913 -0.7636 -3.0964 0.0 0.5 0.6
H -1.8531 -2.7478 -0.3726 -0.1 0.1 0.0
H 3.0013 0.2673 -1.3548 -0.5 -0.7 -0.4
C 0.1526 1.4660 0.0763 -0.3 -0.3 0.2
H 4.2987 -1.8944 -1.3133 0.1 0.3 -0.8
N 0.0053 -0.4566 2.0820 -0.5 0.3 -0.3
H -1.9488 -1.3088 2.3676 0.6 -0.1 0.1
C -4.7406 -0.9965 -0.6928 0.4 1.3 0.2
H -1.6324 0.8610 2.4418 1.0 0.0 0.1
H 5.5655 -1.3583 -3.4418 -0.3 0.1 -0.1
C 1.3886 -0.6821 2.6175 0.4 0.3 -0.2
C -0.5076 0.9268 2.4355 -0.8 0.4 0.3
C -2.5402 -1.9017 -0.4130 0.1 1.6 -0.2
C -3.8846 -2.0819 -0.5983 0.8 -0.9 -0.1
H -2.4371 1.4816 -0.2283 0.0 -0.2 0.0
C -0.9051 -1.4578 2.7071 -0.9 -0.5 0.4
H 2.2721 -1.8251 -0.2199 -0.2 0.4 -0.1
Re -0.0970 -0.5121 -0.0697 1.9 0.8 1.5
H 0.4905 2.0083 -1.9860 0.3 0.2 -0.1
H 4.3200 -0.2917 -3.8933 0.5 -0.4 0.2
H 0.8527 4.4278 -1.4529 -0.4 -0.3 0.4
H -4.8921 1.1737 -0.5287 0.1 -0.2 -0.1
H -0.5729 -2.4796 2.4967 0.0 0.2 -0.1
C -0.0833 1.9401 1.4010 0.0 0.0 0.1
N -1.9893 -0.6005 -0.3256 -3.8 0.0 0.3
C -0.0300 3.3009 1.6658 0.1 -0.7 -0.2


[6]
48
Properties=species:S:1:pos:R:3:forces:R:3 method="wB97M-V/def2-TZVPD" total_charge=0 orbital_gap_ev=9.54 homo_energy_ev=-8.755 relative_energy_kcal_mol=23.4 smiles="CCCS(=O)(=O)N1CCC[C@H](C(=O)Oc2ccc(C)c(C)c2)C1" energy_ev=-38550.6086
C 5.5827 -0.7905 -0.1141 -0.1 0.0 0.0
H 0.0392 2.6074 0.6590 0.0 0.0 -0.1
H 4.9994 -2.0216 -1.7572 0.0 -0.1 -0.1
H -7.1295 -1.7810 0.5991 -0.1 0.1 0.0
H 5.5828 1.3512 2.5476 0.0 0.1 0.1
C 6.0993 0.6961 1.8516 0.0 0.0 0.0
H -5.8307 -1.3692 1.7189 -0.1 0.0 0.2
C -6.2112 -2.1422 1.0573 0.1 -0.2 0.0
H -2.3498 2.3050 1.2927 0.0 0.1 0.1
C -4.7715 -1.2285 -0.7873 0.5 0.1 0.6
C 2.8830 -0.1429 0.0490 0.4 0.0 -0.1
C -1.7483 0.3496 -1.2558 0.6 -0.4 -0.1
H 7.2012 -1.8391 -1.0402 0.1 0.0 0.0
C -2.0949 2.7470 0.3276 0.0 0.0 -0.3
H -2.1392 3.8332 0.4180 0.0 0.0 0.1
C 3.7901 0.4082 0.9437 -0.3 -0.1 -0.2
H 6.8618 1.2740 1.3305 0.1 0.1 0.0
C -0.6609 0.7816 -0.2653 0.2 0.0 -0.2
C 3.3131 -1.0268 -0.9254 -0.3 0.0 0.0
C 7.0335 -1.1476 -0.2189 0.0 0.0 0.0
C 0.7067 0.3829 -0.7842 -0.7 0.1 -0.4
H -4.2761 -2.8689 0.4680 0.0 -0.1 -0.1
H 2.6149 -1.4631 -1.6199 0.0 0.0 0.0
H -5.6269 -0.6598 -1.1387 0.0 0.1 -0.1
O -4.7442 0.7566 0.9987 -0.2 0.2 -0.1
C 5.1370 0.0930 0.8753 -0.1 -0.1 -0.1
H 6.6065 -0.0832 2.4192 0.1 0.0 0.1
C 4.6606 -1.3349 -0.9952 0.0 0.1 0.1
H -1.7991 -0.7394 -1.2920 0.2 0.0 -0.2
H -5.5643 -3.2221 -0.6958 0.1 0.1 0.0
H -4.1084 -1.4598 -1.6155 0.1 0.0 -0.1
S -3.8350 -0.0923 0.2838 -0.3 0.0 -0.9
N -3.0584 0.8360 -0.8890 -0.6 -0.5 0.7
H -6.4425 -3.0268 1.6454 -0.1 0.0 0.1
H 7.6368 -0.2562 -0.3875 0.1 0.0 0.0
H -0.8387 0.2994 0.6991 0.1 0.1 -0.1
O 0.9945 0.2910 -1.9486 0.0 0.0 0.1
C -3.1169 2.2715 -0.7028 -0.3 0.5 0.4
H 3.4236 1.0866 1.6993 0.0 0.1 0.1
H 7.3819 -1.6126 0.7027 0.1 0.0 0.0
O 1.5463 0.2038 0.2386 0.4 -0.2 0.5
O -2.8889 -0.8557 1.0506 0.1 -0.2 -0.2
H -1.5011 0.7247 -2.2541 -0.1 -0.1 0.1
C -0.6950 2.3074 -0.0909 -0.1 -0.1 0.2
C -5.1725 -2.4675 -0.0084 -0.1 0.0 0.2
H -4.1295 2.5038 -0.3742 0.1 0.2 -0.1
H -0.4290 2.7803 -1.0406 0.1 0.0 0.0
H -2.9324 2.7412 -1.6742 0.0 -0.1 0.0